1.
A 5-piece molecular cluster, C25H53BrO13 overall. Source: the OMol25 dataset; level of theory: ωB97M-V/def2-TZVPD.

Structure (XYZ):
```
92
Properties=species:S:1:pos:R:3:lowdin_charge:R:1
C 3.22654 4.02216 1.37788 -0.036
C 3.63903 2.71797 0.69401 -0.390
O 4.91936 2.86717 0.07909 -0.042
C 3.76017 1.54627 1.67850 -0.128
O 2.73083 0.57524 1.57126 -0.121
C 1.47527 0.92371 2.12096 -0.274
C 0.84231 -0.40411 2.59915 -0.073
O -0.56003 -0.33104 2.32346 0.003
C -0.71486 0.41002 1.20600 -0.462
O -1.64606 0.29342 0.45610 0.143
C 0.44797 1.36259 1.05759 -0.163
C 0.00722 2.81357 0.88584 -0.101
C -0.60569 3.61292 2.01077 -0.745
O -0.98639 4.72513 1.88037 0.050
Br -0.84099 2.77026 3.75535 0.807
H 2.86533 4.75382 0.65400 0.085
H 4.11173 4.44007 1.85703 0.091
H 2.46358 3.86470 2.14198 0.071
H 2.90202 2.44255 -0.06599 0.133
H 4.80917 3.26587 -0.78919 0.095
H 4.69059 1.02769 1.45090 0.132
H 3.82814 1.91199 2.70852 0.134
H 1.59360 1.62103 2.94607 0.112
H 1.28842 -1.17617 1.96412 0.132
H 1.00651 -0.67776 3.63744 0.140
H 0.91809 1.11208 0.10258 0.136
H 0.82481 3.42009 0.49836 0.110
H -0.77429 2.83731 0.11961 0.146
C -0.41749 -2.65225 -1.14669 -0.091
O 0.11664 -2.85036 0.14901 -0.195
C -0.81566 -3.28904 1.12362 -0.199
C -0.69427 -4.76324 1.42668 -0.198
O -1.06442 -5.55962 0.31303 -0.190
C 0.03832 -6.06075 -0.41789 -0.105
H 0.42738 -2.45967 -1.80600 0.077
H -0.96484 -3.52254 -1.51708 0.083
H -1.07992 -1.77977 -1.15630 0.084
H -1.83891 -3.05200 0.81737 0.138
H -0.59939 -2.71848 2.02758 0.108
H -1.36816 -5.01066 2.25234 0.127
H 0.32842 -4.99828 1.73979 0.127
H 0.53344 -6.87129 0.12859 0.090
H 0.76765 -5.27827 -0.64069 0.086
H -0.34804 -6.45588 -1.35637 0.077
C -3.04230 -5.41767 -5.47979 -0.113
O -2.42804 -5.58758 -4.21669 -0.195
C -3.32355 -6.00959 -3.19914 -0.202
C -3.20750 -7.49113 -2.92620 -0.204
O -3.62316 -8.27277 -4.03447 -0.188
C -2.55154 -8.78234 -4.80391 -0.113
H -2.24792 -5.27577 -6.21043 0.088
H -3.63516 -6.29149 -5.75984 0.084
H -3.68635 -4.53112 -5.48450 0.089
H -4.35450 -5.75778 -3.46638 0.127
H -3.06527 -5.46100 -2.28771 0.119
H -3.85496 -7.74571 -2.08194 0.129
H -2.17845 -7.73935 -2.64768 0.116
H -2.02808 -9.58008 -4.26514 0.088
H -1.83586 -7.99964 -5.06701 0.083
H -2.97520 -9.19782 -5.71644 0.089
C 2.42391 -0.24126 -1.56361 -0.103
O 3.33758 0.60617 -2.23910 -0.180
C 4.69309 0.34066 -1.91387 -0.203
C 5.37348 -0.49440 -2.97489 -0.200
O 4.81738 -1.79502 -3.06137 -0.186
C 3.90962 -1.95805 -4.13455 -0.110
H 1.44233 -0.09396 -2.01304 0.097
H 2.70636 -1.29244 -1.65419 0.091
H 2.37134 0.01690 -0.50067 0.061
H 4.76198 -0.16232 -0.94410 0.131
H 5.21086 1.30117 -1.83184 0.111
H 6.43098 -0.60358 -2.71537 0.127
H 5.31242 0.01361 -3.94266 0.127
H 4.43809 -1.97534 -5.09406 0.088
H 3.16010 -1.16320 -4.15340 0.083
H 3.40965 -2.91470 -3.99421 0.089
C -3.34148 9.59349 2.77559 -0.112
O -2.81774 9.59326 4.09005 -0.190
C -3.78899 9.33758 5.08998 -0.209
C -3.74793 7.90333 5.56739 -0.210
O -4.11821 6.99337 4.54768 -0.187
C -3.01629 6.35517 3.92566 -0.119
H -2.49610 9.61441 2.09043 0.089
H -3.93846 8.69988 2.58023 0.083
H -3.95788 10.48279 2.60137 0.088
H -4.79139 9.57571 4.72001 0.125
H -3.57451 9.99888 5.93525 0.124
H -4.45928 7.78540 6.39108 0.125
H -2.74830 7.66813 5.94669 0.126
H -2.56165 5.61895 4.59742 0.075
H -2.25503 7.07355 3.61429 0.085
H -3.39128 5.83621 3.04631 0.086
```

The lowest unoccupied orbital energy is 0.4 eV. The highest occupied orbital energy is -9.096 eV. As for the multiplicity: 1.

2.
A 11-piece molecular cluster, C25H53Cl10N3O3 overall in a non-equilibrium geometry. Source: the OMol25 dataset; level of theory: ωB97M-V/def2-TZVPD.

Structure (XYZ):
```
94
Properties=species:S:1:pos:R:3:lowdin_charge:R:1
C 1.02695 0.06825 7.10815 -0.083
C -0.28384 0.27103 6.31781 -0.253
C -0.11380 0.86254 4.92580 -0.195
C -1.35026 1.20827 4.26293 -0.225
N -2.38735 1.41804 3.80866 0.196
H 1.78947 -0.33096 6.43936 0.072
H 0.78976 -0.61081 7.92712 0.073
H 1.29505 1.02075 7.56528 0.075
H -0.96676 0.90215 6.88651 0.110
H -0.92698 -0.60895 6.32708 0.107
H 0.28087 0.12654 4.22536 0.101
H 0.54444 1.73131 4.91629 0.122
C -4.98916 0.75533 -4.20626 -0.089
C -3.72830 1.47229 -3.65059 -0.225
C -2.50777 0.53700 -3.28687 -0.188
C -2.12482 -0.33359 -4.39850 -0.244
N -1.83082 -1.04659 -5.24807 0.165
H -5.74042 1.47256 -4.53682 0.071
H -5.48453 0.10910 -3.48162 0.068
H -4.62859 0.15524 -5.04171 0.064
H -4.02716 2.02538 -2.76016 0.095
H -3.28036 2.16164 -4.36631 0.101
H -2.88751 -0.10715 -2.49380 0.096
H -1.64043 1.12031 -2.97773 0.095
C 0.64304 -4.22054 -2.69308 -0.086
C 1.79133 -3.21492 -2.66823 -0.269
C 1.68837 -1.93634 -3.50857 -0.200
C 1.54337 -2.11849 -5.00097 -0.218
N 1.42836 -2.23102 -6.15126 0.133
H 0.84700 -5.12522 -2.12033 0.075
H 0.50562 -4.51904 -3.73237 0.075
H -0.30446 -3.81100 -2.34290 0.066
H 2.69256 -3.69293 -3.05213 0.107
H 2.00496 -2.90104 -1.64651 0.071
H 2.49466 -1.20940 -3.41093 0.078
H 0.72716 -1.51558 -3.21339 0.081
Cl -6.22903 0.56896 1.36355 0.553
C -5.00575 1.85237 1.36222 -0.654
C -5.25813 2.62040 2.66121 -0.714
Cl -6.74542 3.60352 2.63049 0.538
H -5.18508 2.46522 0.47884 0.065
H -4.03551 1.37036 1.24225 0.002
H -4.35469 3.21105 2.81295 0.057
H -5.28508 1.98633 3.54740 0.053
Cl 5.20374 1.76920 1.89713 0.580
C 4.44020 3.30954 1.40792 -0.638
C 3.05851 3.18637 0.81079 -0.583
Cl 1.83162 2.53312 1.99428 0.558
H 5.13094 3.83773 0.75064 0.073
H 4.49440 3.84313 2.35683 0.059
H 3.21279 2.56565 -0.07183 0.046
H 2.73245 4.19289 0.54868 0.080
Cl 6.43849 1.61878 -1.37355 0.572
C 6.20872 -0.09096 -1.07931 -0.696
C 4.78581 -0.51883 -0.82006 -0.714
Cl 4.69408 -2.23749 -0.39174 0.607
H 6.79356 -0.35729 -0.19890 0.064
H 6.52974 -0.63131 -1.96986 0.075
H 4.27166 -0.42722 -1.77681 0.015
H 4.28249 0.01646 -0.01493 -0.015
Cl -1.53464 1.76984 0.30013 0.583
C -0.91221 0.18112 0.80071 -0.626
C -0.10346 -0.47946 -0.38280 -0.642
Cl 1.43166 0.27961 -0.70437 0.682
H -1.81624 -0.41348 0.93213 0.045
H -0.33797 0.15910 1.72691 0.030
H -0.74677 -0.58748 -1.25606 0.047
H 0.05411 -1.53348 -0.15410 0.065
Cl 2.07555 3.92365 -5.43643 0.560
C 1.34797 2.35450 -5.11801 -0.662
C 1.76947 1.85178 -3.72860 -0.696
Cl 3.52639 1.71159 -3.58065 0.573
H 1.73524 1.70545 -5.90342 0.068
H 0.26304 2.40792 -5.20841 0.070
H 1.35200 0.87862 -3.47023 0.012
H 1.34789 2.51101 -2.96979 0.062
C -1.48008 -2.56069 3.04935 -0.157
O -0.31355 -2.42283 2.33365 -0.120
H -1.53668 -3.48535 3.62370 0.089
H -1.61945 -1.70068 3.70439 0.067
H -2.24941 -2.49611 2.27989 0.071
H 0.46001 -2.46225 2.90078 0.052
C -4.36189 -2.20242 -0.36360 -0.161
O -3.03638 -2.30819 -0.78971 -0.138
H -4.47684 -1.28322 0.21081 0.029
H -4.90060 -2.06295 -1.30086 0.083
H -4.67296 -3.10474 0.16288 0.089
H -2.51822 -2.60032 -0.03620 0.053
C 2.63098 -0.72764 2.42199 -0.196
O 2.46862 -1.99414 3.03646 -0.121
H 3.31940 -0.71257 1.57704 0.019
H 1.66436 -0.47650 1.98534 0.020
H 2.93179 0.00957 3.16640 0.055
H 3.33871 -2.30139 3.30127 0.089
```

The lowest unoccupied orbital energy is 0.1 eV. The highest occupied orbital energy is -10.442 eV. As for the multiplicity: 1.